C59H65N3PV | wB97M-V/def2-TZVPD

XYZ file:
```
129
Properties=species:S:1:pos:R:3:forces:R:3
V 0.089 -0.008 0.169 -0.2115 1.1815 1.5631
P 0.095 3.223 -0.779 0.0034 1.3471 -0.4181
N -0.054 1.722 -0.534 0.1775 1.1834 -0.7702
N 1.336 -1.472 0.126 0.6447 -0.3916 -0.6384
N -1.249 -1.273 -0.253 -0.3813 -0.6979 -0.7267
C 0.980 2.119 2.663 -0.2168 -0.0337 0.0767
C -0.256 1.239 2.918 -0.0398 0.2909 0.1779
C 3.148 5.895 -1.335 0.1194 0.1494 -0.0437
C -4.634 -1.827 1.116 -0.0803 -0.0292 0.0064
C -1.831 6.102 2.323 0.1126 -0.0320 -0.0768
C 0.141 5.169 1.315 0.0498 -0.0740 -0.1753
C -1.535 2.020 2.578 0.2863 -0.0408 -0.0634
C 3.049 -2.107 1.712 -0.2716 0.0654 -0.1378
C -3.141 1.713 -2.269 0.1086 -0.1518 0.0860
C 1.786 3.948 -0.940 -0.1191 -0.2631 0.1349
C 2.009 -2.759 2.597 -0.0533 0.0008 0.1594
C -0.024 -4.550 -1.238 -0.0075 -0.4361 -0.1680
C -2.433 -5.532 -2.013 0.1333 -0.7770 -0.2250
C 2.176 -0.240 -2.332 0.1218 0.1116 0.0592
C -2.372 -4.198 -1.578 0.5007 0.7564 0.2101
C 1.152 -3.884 -0.789 0.3666 -0.6247 -0.1193
C 4.366 -2.068 2.137 0.0704 -0.0451 0.0177
C -0.662 -2.447 -0.612 1.2940 -0.3440 0.1062
C 4.179 3.772 -0.893 0.3272 0.1560 -0.0381
C 3.559 -0.613 -1.810 -0.0878 -0.1295 -0.1961
C -2.624 -1.219 -0.077 -1.1057 0.0182 0.0553
C -0.068 -5.875 -1.652 -0.0128 0.7180 0.2548
C -3.267 -0.541 -3.407 0.1454 0.0916 0.1509
C -0.450 6.010 2.241 -0.0772 0.1581 0.2026
C 2.680 -1.532 0.473 1.0255 -0.0815 0.3642
C -2.949 -4.296 1.852 0.1470 0.1418 -0.1178
C -4.774 -0.317 -0.722 -0.1111 0.0056 0.0837
C 2.933 3.184 -0.769 -0.4198 -0.1395 0.0593
C -2.608 -2.280 3.320 0.1385 0.0018 -0.1609
C -0.163 0.042 2.008 0.0623 -0.0743 0.7740
C 4.290 5.124 -1.178 0.0628 -0.1283 0.0347
C 5.001 -0.954 0.135 0.1475 -0.0011 0.1527
C -0.584 3.913 -2.375 0.1406 -0.3798 0.2390
C -1.545 5.617 -3.782 -0.1049 0.1624 -0.1526
C -1.337 -6.365 -2.048 -0.3812 -0.0251 -0.0828
C 2.176 -4.280 2.639 -0.1133 0.1576 -0.1034
C -0.638 4.438 0.424 0.0512 -0.5629 0.0830
C 4.112 -1.779 -2.648 0.0523 0.2364 0.0065
C -0.310 0.857 4.408 0.0891 0.0714 -0.3073
C -5.392 -1.002 0.307 -0.0561 -0.0140 -0.0705
C -2.805 0.226 -2.163 0.1038 0.1130 -0.1389
C -1.174 5.164 -2.528 -0.0029 -0.0915 0.2505
C 5.346 -1.466 1.369 0.0668 0.0015 -0.0515
C -2.024 4.518 0.533 0.1281 -0.0571 -0.2601
C -0.374 3.130 -3.505 0.0231 -0.0803 0.1404
C -3.409 -0.420 -0.934 0.4385 -0.0835 0.0244
C 2.298 -5.959 -1.169 -0.1345 -0.7124 -0.2769
C 3.697 -1.006 -0.349 -0.1791 0.0820 0.0700
C -0.766 3.573 -4.754 0.0238 -0.0059 -0.1769
C 0.719 -2.557 -0.397 -1.3400 -0.2087 -0.3635
C -3.266 -1.953 0.946 0.3217 0.1038 -0.1999
C -2.615 5.335 1.476 -0.1906 0.1497 0.0293
C 1.907 5.308 -1.220 -0.1469 -0.2069 -0.0225
C 2.328 -4.612 -0.768 -0.4373 0.7784 0.0005
C -1.351 4.822 -4.899 0.0831 0.0227 -0.0131
C 2.077 -2.185 4.013 -0.1147 0.0428 -0.2322
C -2.491 -2.836 1.899 0.0293 -0.0419 0.1741
C 1.155 -6.589 -1.602 0.3062 -0.1117 0.0446
C -1.156 -3.687 -1.166 -0.3597 -0.6402 -0.2834
H 3.229 6.954 -1.544 0.0091 0.0299 -0.0165
H 4.632 -2.501 3.092 -0.0039 -0.0385 0.0618
H 5.772 -0.514 -0.487 0.0217 0.0233 -0.0840
H -3.619 -2.388 3.707 -0.1799 -0.0377 0.0396
H 1.011 5.900 -1.327 0.0209 0.1248 -0.0677
H 2.837 2.133 -0.521 0.0048 -0.0430 0.0015
H -1.136 0.176 4.606 -0.0649 -0.0745 -0.0044
H 1.025 -2.529 2.182 0.1108 0.0046 0.0401
H 6.369 -1.416 1.717 0.0241 0.0109 0.0259
H 5.264 5.582 -1.271 0.0948 0.0092 -0.0032
H 4.219 0.251 -1.974 -0.0493 -0.0581 0.0659
H -2.354 -1.224 3.313 0.0330 0.0949 0.1123
H 0.941 2.481 1.635 0.1506 -0.0011 0.1486
H -2.642 3.937 -0.138 -0.0839 -0.0714 0.0164
H 2.982 -2.505 4.524 0.1268 -0.0450 0.1155
H -5.116 -2.388 1.904 -0.0706 -0.0528 0.1267
H -0.613 2.949 -5.623 0.0393 -0.0772 -0.0558
H -2.579 2.252 -1.508 -0.0680 0.0369 0.0006
H 5.072 3.178 -0.760 0.0546 -0.0791 0.0187
H 3.261 -4.176 -0.437 0.0384 0.0572 0.0599
H 1.022 2.971 3.342 0.0082 0.1799 0.1163
H 1.221 -2.517 4.597 -0.1148 -0.0356 0.1150
H 1.175 -7.632 -1.894 0.0626 -0.0322 -0.0125
H 0.173 6.593 2.907 0.0143 -0.0004 0.0266
H -1.929 -2.804 3.990 0.0924 -0.0408 0.1331
H 1.887 1.522 2.774 0.0751 0.0058 0.0523
H 4.083 -1.530 -3.708 -0.0010 -0.0080 -0.1375
H 5.142 -2.004 -2.370 0.0449 -0.0483 -0.0173
H -6.458 -0.907 0.464 -0.0967 -0.0079 0.0169
H -1.636 5.183 -5.878 -0.0448 -0.0278 -0.0288
H -3.274 -3.601 -1.556 -0.0573 0.0575 0.0394
H 3.220 -6.528 -1.122 0.0204 -0.0014 -0.0305
H -2.419 1.458 2.875 -0.0925 -0.0618 0.0366
H 1.480 -4.711 3.357 -0.0779 -0.0799 0.0915
H -2.857 2.103 -3.246 0.0170 0.0561 -0.0240
H -2.890 -4.679 0.836 -0.0089 -0.1042 -0.0075
H -2.294 6.770 3.035 -0.0272 0.0159 0.1212
H 1.547 -1.127 -2.427 -0.1169 0.0849 0.0344
H -3.974 -4.411 2.203 -0.1284 0.0234 0.0674
H -2.302 -4.904 2.483 0.0321 -0.1011 0.0944
H 2.282 0.208 -3.323 -0.0050 0.0151 -0.0731
H -1.711 0.149 -2.099 -0.2938 -0.0458 0.0078
H 3.512 -2.672 -2.485 -0.0840 -0.0873 0.0047
H -1.541 2.992 3.074 -0.0908 0.1756 0.0971
H 3.188 -4.542 2.939 0.1443 -0.0817 0.0728
H -3.395 -5.924 -2.321 -0.0259 -0.0394 -0.0189
H -3.693 5.377 1.551 -0.0739 0.0115 -0.0210
H -5.369 0.294 -1.386 -0.0640 0.0566 -0.0515
H -0.454 1.747 5.021 -0.0018 0.1359 0.1136
H -3.027 -1.599 -3.309 0.0191 -0.1007 -0.0500
H 0.613 0.375 4.722 0.1041 -0.0780 0.0573
H 0.088 2.159 -3.377 0.0010 -0.0972 -0.0541
H 1.219 5.098 1.277 0.0052 -0.0184 0.0347
H -2.779 -0.151 -4.300 0.0531 0.0226 -0.1167
H 2.068 -1.099 3.971 -0.0141 0.1045 0.0694
H -1.983 6.602 -3.892 -0.0421 -0.0203 0.0306
H -4.200 1.907 -2.120 -0.1907 0.0191 -0.0225
H -0.269 -0.886 2.574 -0.0110 -0.1548 -0.1214
H 1.979 -4.720 1.664 0.0158 -0.0733 0.0407
H -1.435 -2.814 1.616 -0.1084 0.0767 0.0121
H 1.689 0.489 -1.680 0.0219 -0.0589 -0.3030
H -1.353 5.793 -1.666 0.0148 0.0119 0.0215
H -1.439 -7.394 -2.369 -0.0409 -0.0415 -0.0458
H -1.569 2.165 1.500 -0.1266 0.0102 0.0757
H -4.344 -0.446 -3.539 -0.1610 -0.0116 -0.0299
```
Forces are in eV/Å.

Values from the calculation:
**Spin multiplicity**: 2
**HOMO energy (alpha / beta)**: -0.1117 / -0.1107 Eh
**Energy above the lowest of the compared OMol25 structures with the same formula, charge and spin**: 25.7 kcal/mol
**Electronic energy**: -101687.399 eV
**LUMO level (alpha / beta)**: 2.364 / 2.364 eV
**Gap between HOMO and LUMO (alpha / beta)**: 5.4 / 5.4 eV
**Charge**: -1

Atom charges from the Löwdin analysis, given in e for atoms 1 to 6: 0.766 0.783 -0.296 -0.075 -0.063 -0.066